Record 1
The following is a DFT calculation (ωB97M-V with the def2-TZVPD basis set) of a structure of composition C32H51O2Sn.

Results
E in eV: -43935.42194
Molar mass in g mol⁻¹: 586.469
HOMO-LUMO gap in Ha: 0.1232
E_HOMO in eV: -1.444
Largest force on an atom in eV Å⁻¹: 2.051
Net charge: -1

Geometry as XYZ:
```
86
Properties=species:S:1:pos:R:3:mulliken_charge:R:1
C 1.917 8.280 -0.939 -1.36
C 1.707 7.238 0.157 -0.14
C 1.412 5.842 -0.403 -0.39
C 1.102 4.774 0.665 -1.21
Sn -0.939 4.026 0.585 0.61
C -2.290 5.706 0.933 -1.17
C -2.078 6.437 2.265 -0.17
C -3.039 7.608 2.498 -0.42
C -2.811 8.291 3.841 -1.27
C -1.164 3.054 -1.356 -1.47
C -0.157 1.924 -1.655 0.23
C 0.784 2.195 -2.831 -0.51
C 1.799 1.074 -3.043 -1.31
C -1.139 2.533 2.234 -1.17
C -0.250 1.379 2.041 -0.29
C -0.567 0.254 1.352 0.93
C 0.485 -0.796 1.145 -1.19
C -1.957 0.006 0.849 -1.31
H 2.186 9.245 -0.503 0.39
H 2.721 7.981 -1.619 0.32
H 1.006 8.422 -1.529 0.31
H 2.608 7.184 0.782 0.35
H 0.891 7.556 0.819 0.03
H 0.587 5.923 -1.129 0.25
H 2.285 5.514 -0.991 0.35
H 1.708 3.870 0.514 0.46
H 1.247 5.138 1.690 0.55
H -2.149 6.381 0.077 0.37
H -3.297 5.270 0.870 0.45
H -2.190 5.730 3.101 0.26
H -1.046 6.818 2.327 0.12
H -2.920 8.334 1.688 0.32
H -4.069 7.239 2.441 0.31
H -3.514 9.117 3.977 0.38
H -2.954 7.590 4.668 0.31
H -1.798 8.698 3.909 0.31
H -2.196 2.675 -1.340 0.51
H -1.096 3.877 -2.079 0.57
H 0.448 1.698 -0.764 -0.13
H -0.715 0.993 -1.852 0.41
H 0.184 2.324 -3.739 0.38
H 1.309 3.145 -2.668 0.19
H 2.405 1.272 -3.932 0.44
H 2.483 0.987 -2.192 0.31
H 1.306 0.106 -3.183 0.28
H -0.836 3.177 3.074 0.49
H -2.220 2.320 2.245 0.43
H 0.740 1.456 2.510 0.32
H 0.097 -1.639 0.559 0.19
H 1.359 -0.386 0.613 0.26
H 0.856 -1.189 2.106 0.38
H -1.987 -0.915 0.250 0.28
H -2.675 -0.113 1.678 0.35
H -2.336 0.824 0.214 0.14
C -1.964 -11.342 1.848 -0.82
O -2.677 -10.084 1.833 -0.49
C -2.066 -9.009 1.274 0.88
C -2.765 -7.773 1.311 -0.48
C -2.209 -6.655 0.744 -0.96
C -0.918 -6.665 0.105 1.14
C -0.447 -5.445 -0.452 -1.26
C 0.749 -5.144 -1.154 1.11
C 0.933 -3.803 -1.647 -0.88
C 2.066 -3.408 -2.311 -0.39
C 3.096 -4.353 -2.580 0.98
O 4.171 -3.916 -3.282 -0.50
C 5.239 -4.858 -3.539 -0.89
C 2.949 -5.683 -2.119 -0.62
C 1.815 -6.055 -1.422 -0.79
C -0.245 -7.923 0.096 -0.82
C -0.790 -9.061 0.659 -0.45
H -2.630 -12.020 2.380 0.23
H -1.786 -11.704 0.827 0.31
H -1.010 -11.245 2.385 0.32
H -3.740 -7.766 1.799 0.36
H -2.763 -5.719 0.774 0.26
H -1.133 -4.604 -0.336 0.05
H 0.133 -3.076 -1.491 0.31
H 2.222 -2.387 -2.662 0.35
H 5.989 -4.272 -4.069 0.24
H 5.652 -5.247 -2.598 0.34
H 4.887 -5.687 -4.167 0.32
H 3.730 -6.423 -2.312 0.25
H 1.774 -7.080 -1.088 0.27
H 0.729 -8.038 -0.361 0.31
H -0.235 -10.001 0.624 0.29
```

Record 2
The following is a DFT calculation (ωB97M-V with the def2-TZVPD basis set) of a cluster of 7 separate species, C32H52BIO19S2 in total.

Results
E in eV: -103379.30707
Molar mass in g mol⁻¹: 942.599
HOMO-LUMO gap in Ha: 0.3025
E_HOMO in eV: -8.093
Largest force on an atom in eV Å⁻¹: 1.102
SMILES: CCSCB(CSCC)CC(=O)I.C[C@@H]1COC(=O)O1.C[C@@H]1COC(=O)O1.C[C@@H]1COC(=O)O1.C[C@@H]1COC(=O)O1.C[C@@H]1COC(=O)O1.C[C@@H]1COC(=O)O1

Geometry as XYZ:
```
107
Properties=species:S:1:pos:R:3:mulliken_charge:R:1
C -3.189 1.559 1.122 -0.55
C -2.553 2.144 2.385 -0.30
S -3.286 1.661 3.962 -0.17
C -2.360 0.104 4.178 -0.06
B -3.182 -1.222 4.067 -0.06
C -2.460 -2.503 3.512 -0.46
S -3.431 -3.520 2.367 -0.17
C -3.743 -2.321 1.032 0.41
C -5.222 -2.016 0.806 -1.16
C -4.700 -1.336 4.513 -0.07
C -5.098 -0.383 5.596 0.02
O -4.485 -0.136 6.562 -0.44
I -7.062 0.534 5.318 -0.08
H -2.584 0.752 0.704 0.08
H -4.181 1.153 1.340 0.38
H -3.288 2.325 0.351 0.10
H -2.615 3.233 2.369 0.48
H -1.492 1.903 2.444 -0.08
H -1.843 0.129 5.147 0.45
H -1.557 0.091 3.435 -0.24
H -2.303 -3.160 4.382 0.36
H -1.489 -2.283 3.064 0.24
H -3.304 -2.740 0.125 0.49
H -3.178 -1.418 1.266 -0.56
H -5.829 -2.913 0.940 0.33
H -5.596 -1.256 1.495 0.23
H -5.382 -1.657 -0.213 0.37
H -5.355 -1.225 3.646 0.11
H -4.893 -2.348 4.893 0.35
C 3.624 -4.574 4.257 -1.29
C 2.313 -3.843 4.113 0.69
C 1.450 -4.207 2.921 -0.64
O 0.713 -2.997 2.705 -0.28
C 1.458 -1.967 3.169 0.66
O 1.200 -0.818 2.980 -0.65
O 2.515 -2.427 3.862 -0.40
H 4.363 -3.915 4.709 0.37
H 3.509 -5.445 4.900 0.13
H 4.010 -4.915 3.297 0.35
H 1.720 -3.911 5.030 0.33
H 0.757 -5.027 3.091 0.33
H 2.057 -4.407 2.035 0.29
C 2.694 0.093 0.858 -1.32
C 2.317 1.545 0.698 0.68
C 2.334 2.407 1.947 -0.41
O 1.348 3.408 1.639 -0.39
C 0.471 2.858 0.775 0.71
O -0.583 3.328 0.471 -0.55
O 0.927 1.678 0.320 -0.37
H 2.132 -0.508 0.145 0.35
H 3.755 -0.045 0.658 0.51
H 2.473 -0.271 1.863 0.08
H 2.903 2.023 -0.091 0.25
H 3.286 2.886 2.156 0.32
H 1.992 1.846 2.820 0.23
C -1.216 3.959 -2.458 -0.92
C -2.038 4.853 -3.348 0.64
C -3.462 5.154 -2.919 -0.47
O -4.123 5.377 -4.179 -0.36
C -3.451 4.679 -5.116 0.57
O -3.815 4.485 -6.236 -0.55
O -2.292 4.211 -4.621 -0.34
H -0.542 3.361 -3.072 0.05
H -0.618 4.545 -1.763 0.42
H -1.833 3.280 -1.870 0.01
H -1.516 5.788 -3.570 0.30
H -3.573 6.031 -2.289 0.31
H -3.923 4.286 -2.442 0.30
C 4.081 -8.515 8.945 -1.33
C 3.742 -8.719 7.489 0.50
C 4.333 -9.937 6.805 -0.54
O 4.408 -9.509 5.440 -0.32
C 4.526 -8.163 5.433 0.64
O 4.784 -7.505 4.476 -0.51
O 4.306 -7.667 6.672 -0.37
H 4.129 -7.449 9.166 0.35
H 3.315 -8.959 9.579 0.37
H 5.044 -8.960 9.200 0.32
H 2.660 -8.696 7.329 0.29
H 3.726 -10.835 6.872 0.30
H 5.345 -10.139 7.161 0.32
C -1.459 3.705 -8.240 -1.09
C -1.006 5.075 -8.677 0.54
C -1.123 5.381 -10.156 -0.57
O -0.085 6.350 -10.355 -0.34
C 0.863 6.142 -9.413 0.55
O 1.932 6.662 -9.398 -0.55
O 0.419 5.264 -8.486 -0.24
H -0.846 3.353 -7.410 0.10
H -2.482 3.760 -7.878 0.29
H -1.380 2.985 -9.056 0.39
H -1.496 5.858 -8.093 0.27
H -2.078 5.800 -10.458 0.30
H -0.890 4.501 -10.760 0.34
C 3.504 3.744 -6.866 -1.04
C 3.390 2.653 -5.831 0.46
C 2.256 1.660 -5.996 0.01
O 2.007 1.255 -4.644 -0.32
C 2.384 2.271 -3.831 0.63
O 2.150 2.328 -2.666 -0.53
O 3.058 3.204 -4.534 -0.38
H 3.876 4.655 -6.400 0.35
H 4.197 3.461 -7.657 0.37
H 2.540 3.976 -7.320 0.04
H 4.335 2.116 -5.711 0.28
H 2.497 0.790 -6.600 0.30
H 1.359 2.150 -6.382 -0.13
```

Record 3
The following is a DFT calculation (ωB97M-V with the def2-TZVPD basis set) of a cluster of 3 separate species, C32H52BrF9N3O8S2 in total.

Results
E in eV: -171039.96942
Molar mass in g mol⁻¹: 921.801
HOMO-LUMO gap in Ha: 0.3286
E_HOMO in eV: -11.883
Largest force on an atom in eV Å⁻¹: 2.083
Net charge: +1

Geometry as XYZ:
```
107
Properties=species:S:1:pos:R:3:mulliken_charge:R:1
C 3.855 -2.780 4.026 -1.06
C 4.603 -2.610 2.745 0.59
O 5.166 -1.566 2.445 -0.57
N 4.670 -3.755 1.871 -0.41
C 3.783 -3.567 0.708 -0.24
C 2.365 -3.225 1.117 -0.54
C 1.349 -3.565 0.040 -1.40
C 1.632 -2.893 -1.295 -1.49
C 2.004 -1.413 -1.263 -1.95
N 3.095 -1.269 -2.309 0.12
C 3.363 0.130 -2.741 -0.11
C 4.656 0.183 -3.553 -0.95
C 5.327 1.550 -3.498 -1.53
C 5.945 1.880 -2.136 1.19
F 5.868 0.805 -1.286 -0.28
F 7.261 2.191 -2.276 -0.34
C 5.266 3.082 -1.434 0.39
F 3.923 2.993 -1.662 -0.13
F 5.709 4.218 -2.019 -0.33
C 5.485 3.143 0.106 0.62
F 6.701 2.645 0.417 -0.29
F 4.537 2.373 0.689 -0.22
C 5.374 4.577 0.686 0.55
F 4.254 5.174 0.247 -0.23
F 5.329 4.492 2.023 -0.24
F 6.431 5.311 0.322 -0.24
C 2.126 0.583 -3.511 -2.34
C 0.828 -0.075 -3.024 0.41
C -0.399 0.636 -3.612 -1.83
C -1.457 -0.322 -4.137 -0.88
C -2.731 0.365 -4.605 0.92
C -3.855 -0.665 -4.816 -1.42
C -2.516 1.229 -5.855 -1.55
C 0.887 -0.336 -1.512 2.86
C -0.435 -0.815 -0.872 -1.28
C -1.482 0.275 -0.704 -0.43
O -2.426 0.462 -1.428 -0.49
Br -1.257 1.409 0.877 -0.15
O 1.350 0.782 -0.738 -0.14
N 0.962 2.061 -1.256 0.24
O 1.337 2.905 -0.566 -0.41
H 3.134 -1.971 4.103 0.29
H 3.319 -3.719 4.060 0.33
H 4.550 -2.718 4.855 0.39
H 5.627 -3.742 1.534 0.34
H 3.788 -4.490 0.135 0.24
H 4.214 -2.769 0.087 0.18
H 2.108 -3.794 2.005 0.59
H 2.276 -2.173 1.385 0.35
H 1.385 -4.637 -0.144 0.59
H 0.355 -3.378 0.404 0.27
H 0.832 -3.076 -2.008 0.30
H 2.499 -3.414 -1.707 0.70
H 2.481 -1.130 -0.332 0.98
H 2.877 -1.840 -3.126 0.58
H 3.936 -1.681 -1.901 0.74
H 3.452 0.717 -1.839 0.07
H 4.439 -0.027 -4.598 0.45
H 5.358 -0.580 -3.227 0.39
H 6.138 1.595 -4.215 0.49
H 4.623 2.325 -3.780 0.50
H 2.234 0.349 -4.566 0.55
H 2.055 1.660 -3.396 0.64
H 0.798 -1.078 -3.463 0.89
H -0.038 1.220 -4.457 0.97
H -0.832 1.351 -2.925 0.05
H -1.042 -0.950 -4.928 0.61
H -1.751 -0.992 -3.330 0.06
H -3.048 1.017 -3.794 0.32
H -3.493 -1.680 -4.689 0.37
H -4.665 -0.510 -4.111 0.29
H -4.293 -0.573 -5.805 0.40
H -2.688 0.641 -6.751 0.39
H -1.513 1.639 -5.890 0.34
H -3.217 2.057 -5.863 0.37
H -0.211 -1.175 0.128 1.02
H -0.912 -1.597 -1.451 0.54
C -5.058 -1.699 1.475 -0.97
C -4.758 -1.098 2.856 -0.19
C -3.977 -2.144 3.658 -0.77
S -3.095 -3.133 2.450 1.18
O -3.598 -4.481 2.474 -0.70
O -1.672 -2.875 2.542 -0.61
C -3.747 -2.314 0.996 0.03
H -5.423 -0.949 0.776 0.40
H -5.819 -2.477 1.561 0.37
H -4.150 -0.198 2.741 0.19
H -5.664 -0.815 3.383 0.19
H -3.257 -1.697 4.338 0.36
H -4.634 -2.815 4.206 0.38
H -3.862 -3.041 0.194 0.56
H -3.033 -1.542 0.710 -0.42
C -6.529 4.008 4.939 -0.63
C -6.005 3.915 6.379 -0.62
C -6.157 2.456 6.829 -0.73
S -6.049 1.461 5.335 1.23
O -7.308 0.800 5.105 -0.68
O -4.819 0.704 5.337 -0.67
C -5.904 2.833 4.193 -0.71
H -6.269 4.956 4.473 0.35
H -7.617 3.916 4.930 0.31
H -4.953 4.202 6.404 0.30
H -6.542 4.584 7.048 0.33
H -5.373 2.136 7.509 0.35
H -7.133 2.263 7.270 0.36
H -6.411 2.573 3.267 0.43
H -4.842 2.993 4.010 0.37
```